{"formula": "C25H21BrN8O4Ti", "method": "ωB97M-V/def2-TZVPD", "symbols": ["Ti", "O", "C", "O", "C", "C", "C", "N", "C", "C", "C", "C", "C", "C", "C", "N", "C", "C", "C", "C", "C", "N", "H", "H", "H", "H", "H", "H", "H", "H", "H", "H", "Br", "C", "C", "C", "N", "C", "C", "H", "H", "H", "H", "O", "N", "C", "N", "C", "C", "O", "N", "C", "N", "H", "H", "H", "H", "H", "H", "H"], "coordinates": [[-0.3543, -0.0185, 0.1202], [1.1083, 6.2324, 2.4890], [0.5228, 6.0185, 1.4214], [0.1640, 6.7251, 0.4721], [0.1818, 4.5212, 1.2098], [0.6723, 3.5662, 2.1044], [0.4100, 2.2416, 1.8418], [-0.2779, 1.9079, 0.7414], [-0.9243, 2.8080, -0.0146], [-0.6842, 4.1514, 0.1797], [-2.0105, 2.1845, -0.8099], [-2.9028, 2.9184, -1.5645], [-4.0066, 2.2791, -2.1154], [-4.1932, 0.9235, -1.8970], [-3.2478, 0.2403, -1.1564], [-2.1796, 0.8453, -0.6217], [0.5189, 1.0886, 2.7636], [1.0549, 1.1821, 4.0339], [0.8724, 0.1255, 4.9149], [0.1656, -0.9950, 4.5018], [-0.2994, -1.0418, 3.2007], [-0.1256, -0.0295, 2.3422], [1.1901, 3.9538, 2.9756], [-1.1222, 4.9610, -0.3937], [-2.7519, 3.9808, -1.6971], [-4.7222, 2.8456, -2.6968], [-5.0519, 0.3988, -2.2901], [-3.3397, -0.8234, -0.9755], [1.5679, 2.0842, 4.3375], [1.2566, 0.1909, 5.9245], [-0.0336, -1.8170, 5.1744], [-0.8390, -1.9030, 2.8265], [1.3533, 1.3789, -6.3437], [0.9532, 0.9443, -4.5766], [1.4818, 1.6905, -3.5294], [1.1533, 1.3366, -2.2396], [0.3402, 0.3052, -1.9516], [-0.1631, -0.4108, -2.9712], [0.1188, -0.1315, -4.2887], [2.1329, 2.5338, -3.7104], [1.5505, 1.8934, -1.4002], [-0.8162, -1.2371, -2.7152], [-0.3072, -0.7357, -5.0767], [-0.9400, -3.0009, 0.3826], [-0.1004, -2.1079, 0.1520], [4.0732, -4.5459, 1.5325], [3.1085, -3.5190, 1.1427], [3.4898, -2.1153, 0.9773], [2.1828, -1.4748, 0.5977], [1.9111, -0.3100, 0.3566], [1.2557, -2.4667, 0.5729], [1.8178, -3.6817, 0.9031], [1.1078, -4.7817, 0.9528], [4.9534, -4.4660, 0.8977], [3.6497, -5.5368, 1.3915], [4.3576, -4.4215, 2.5758], [4.2292, -1.9868, 0.1839], [3.8796, -1.6802, 1.8995], [0.1163, -4.7223, 0.7583], [1.5172, -5.6722, 1.1866]], "e_tot_ha": -5127.286485, "relative_energy_kj_mol": 208.3, "gap_ev": [5.06, 4.91], "fmax_ev_per_a": 0.62, "lumo_ha": [-0.2612, -0.2662], "total_charge": 2, "spin_multiplicity": 3}